# 1
# C32H74BrN4O

A molecular structure, C32H74BrN4O in a non-equilibrium geometry (ωB97M-V with the def2-TZVPD basis set, the Open Molecules 2025 dataset).

```
112
Properties=species:S:1:pos:R:3:mulliken_charge:R:1
H -2.225 -3.598 -6.407 0.40
H 2.816 3.465 -9.279 0.27
H -4.478 4.738 7.844 0.46
H 7.411 -2.039 0.563 0.33
H 1.081 3.488 -6.197 0.50
H 5.901 -1.425 -1.337 0.40
C 6.544 -1.742 1.245 -0.92
H -6.695 2.562 9.353 0.28
H 1.056 4.674 -4.923 0.48
H -4.260 4.077 11.460 0.35
H -3.466 -5.899 -5.502 0.33
H -1.747 -5.637 -5.202 0.35
H 1.993 4.041 -2.814 0.31
C -6.291 5.400 9.098 -0.57
H -5.218 -3.921 -2.353 0.32
H 3.174 5.113 -4.540 0.61
H 6.593 -2.322 2.162 0.35
H 3.118 0.266 1.439 0.41
H 5.529 0.754 -0.089 0.30
H 4.135 -1.954 2.504 0.38
H 0.470 -3.439 -0.112 0.04
H -3.935 -3.656 -5.915 0.30
H -2.872 4.814 10.220 0.28
H -2.390 -5.726 -2.855 0.36
C 2.663 3.248 -3.186 -0.89
C 0.050 2.899 -4.385 -1.14
H -2.877 -1.995 -4.168 0.38
H -0.812 -4.388 0.201 0.43
H -4.662 -2.304 -3.012 0.38
H 3.278 -4.387 0.393 0.36
H 4.860 0.282 1.897 0.32
H 3.485 -5.738 -1.639 0.43
C 1.112 3.621 -5.141 -0.60
H 4.075 -1.818 -1.131 0.00
H 4.027 1.906 -5.082 0.61
H 5.107 -5.303 -1.930 0.38
C 2.559 1.633 -6.565 -0.96
N 5.264 -2.140 0.562 0.10
H -6.480 2.540 11.084 0.47
C -3.395 3.975 10.800 -0.58
H -5.861 0.172 8.237 0.19
C -3.102 -5.233 -3.531 -0.45
H 3.114 0.778 -6.923 0.60
H 0.186 1.802 -4.400 0.15
H -5.755 6.220 9.646 0.30
H -4.082 -5.650 -3.325 0.32
C 5.003 -1.347 -0.721 -0.14
C -4.001 2.345 9.816 -1.00
H 3.989 0.611 -0.794 0.23
C 4.059 -1.652 1.441 -0.25
H 3.426 1.771 -9.051 0.30
C -5.322 4.370 8.459 -0.72
H 6.114 -3.734 -0.338 0.47
H 2.891 4.648 -6.135 0.48
C 3.388 4.300 -5.212 -0.42
C -4.076 -0.191 7.061 -0.91
H 5.317 3.346 -4.534 0.30
C -7.268 4.533 9.840 -0.59
C 4.833 3.918 -5.365 -1.44
H -4.767 -1.142 6.758 0.31
H 1.688 2.108 -9.088 0.30
H -6.706 5.931 8.242 0.37
H 2.240 2.272 -2.834 0.21
H 2.530 1.101 -4.571 -0.74
C 2.940 1.909 -5.189 0.22
H -2.961 -4.130 -1.059 0.33
N -4.920 3.433 9.700 0.23
N 2.543 3.246 -4.682 0.45
H 3.135 -1.996 0.948 0.17
C -2.513 -3.023 -4.248 -0.56
C -2.529 -3.409 -1.793 -0.96
H -1.450 -3.105 -4.113 0.34
H 5.381 -4.103 1.162 0.54
H 4.870 3.305 -6.255 0.34
C 5.218 -3.580 0.249 -0.97
H -3.421 -0.679 7.838 0.29
C 2.653 2.522 -8.774 -0.84
C 4.366 -5.428 -1.125 -1.71
H -4.923 1.657 7.743 0.39
H -1.122 -2.668 0.233 0.40
C -4.924 0.675 7.594 -0.33
C -2.889 -3.849 -5.537 -0.66
H -0.143 3.362 -3.399 0.34
C -6.401 3.207 10.195 -0.64
H 3.676 3.499 -2.863 0.41
H -5.855 3.621 7.888 0.36
H -3.513 0.140 6.200 0.32
H -0.876 3.076 -4.892 0.47
H -4.486 1.362 10.252 0.29
C 4.698 0.068 -0.212 -0.49
C -4.589 -3.378 -3.072 -1.10
H -7.592 5.052 10.731 0.32
H -0.551 -2.800 -2.422 -0.06
H -8.126 4.227 9.157 0.33
H -2.513 3.281 11.170 0.30
N -3.190 -3.775 -3.047 0.24
C -1.016 -3.554 -1.761 0.51
C -0.598 -3.422 -0.291 -1.20
H -0.803 -4.622 -2.061 0.15
H 5.483 4.755 -5.674 0.41
C 3.978 -4.168 -0.386 0.12
H -3.366 2.184 8.943 0.50
H 3.386 -3.484 -1.078 0.12
H 1.474 1.425 -6.711 0.38
H 6.586 -0.668 1.298 0.41
Br 1.460 -0.586 -3.191 -0.81
O 2.716 2.798 -7.369 -0.23
C -2.741 -5.269 -5.047 -0.58
H -4.866 -3.719 -4.029 0.54
H 4.770 -6.166 -0.479 0.41
C 4.120 -0.169 1.240 -0.79
H -2.913 -2.399 -1.523 0.40
```

The relative energy (zero: lowest compared OMol25 entry of this formula, charge and spin) comes out at 10.8747 eV. The calculation puts the HOMO-LUMO gap at 4.695 eV. Its HOMO energy is -12.03 eV. As for the spin multiplicity: 1. The net charge is +3. The lowest unoccupied orbital energy is -7.337 eV.



# 2
# C5H10O2

2 unconnected molecules or ions with the total composition C5H10O2 in a non-equilibrium geometry (ωB97M-V with the def2-TZVPD basis set, the Open Molecules 2025 dataset).

```
17
Properties=species:S:1:pos:R:3:mulliken_charge:R:1
H 2.355 -0.105 -1.619 0.36
C -0.734 0.798 -0.257 -0.61
H -1.359 1.066 1.805 0.35
H 1.996 1.365 -0.721 0.30
O 1.115 -0.740 0.528 -0.63
C 1.552 0.593 -1.375 -1.30
C -1.452 0.321 1.043 -0.39
H -0.495 1.876 -0.200 0.28
C 0.119 -1.512 -0.238 -0.92
O -0.904 -0.865 2.027 -0.65
H 0.584 -2.215 -0.949 0.23
C 0.466 -0.074 -0.535 1.14
H 0.073 -0.719 2.105 0.44
H -1.370 0.691 -1.159 0.30
H -0.665 -1.709 1.013 0.50
H 1.208 1.104 -2.280 0.34
H -2.500 0.071 0.831 0.26
```

The relative energy (zero: lowest compared OMol25 entry of this formula, charge and spin) comes out at 5.6945 eV. The calculation puts the HOMO-LUMO gap at 9.546 eV. Its HOMO energy is -8.66 eV. As for the spin multiplicity: 1. The net charge is 0. The lowest unoccupied orbital energy is 0.890 eV.



# 3
# C16H10F2N2O3S

C16H10F2N2O3S in the gas phase in a non-equilibrium geometry (ωB97M-V with the def2-TZVPD basis set, the Open Molecules 2025 dataset).

```
34
Properties=species:S:1:pos:R:3:mulliken_charge:R:1
C 1.032 -1.227 -0.440 0.70
H 3.876 0.359 2.371 0.65
C 5.325 0.214 -0.683 -0.97
S 1.203 -0.517 1.120 -0.05
C 5.105 0.525 0.688 0.52
C -1.753 -1.484 1.208 0.09
F 4.402 -0.673 -2.445 -0.31
N -0.032 -1.692 -0.843 0.04
O -2.078 -2.880 -0.665 -0.60
H -3.982 3.272 -1.922 0.18
C 4.002 0.245 1.433 -0.97
H 6.287 0.358 -1.161 0.47
C -2.008 0.572 0.385 0.81
C -2.176 3.010 -1.031 -1.06
C -4.011 1.403 -0.799 -0.44
H -1.220 -2.088 1.914 0.66
H -1.702 3.744 -1.004 0.66
H -0.550 2.174 0.478 0.66
C -3.503 2.541 -1.060 -0.17
H -0.070 -2.343 -1.697 0.37
O -3.953 -0.761 0.247 -0.35
C 4.209 -0.471 -1.111 0.97
O -1.232 0.065 1.144 -0.48
H -5.023 0.975 -1.306 0.20
C -1.377 1.993 0.005 -0.95
C 3.011 -0.667 -0.614 -0.28
C -3.130 -1.365 1.281 -0.80
F 6.212 1.110 1.504 -0.34
C 2.867 -0.054 0.722 0.29
N 1.981 -1.289 -1.393 -0.70
H -3.577 -2.455 1.316 0.39
C -3.424 0.509 0.125 0.29
H -3.484 -0.989 2.448 0.26
C -1.227 -2.114 -0.214 0.27
```

The calculation puts the HOMO-LUMO gap at 8.110 eV. Its HOMO energy is -8.29 eV. As for the spin multiplicity: 1. The net charge is 0. The lowest unoccupied orbital energy is -0.175 eV.



# 4
# C4H7IN

A gas-phase ion, C4H7IN (charge +1) in a non-equilibrium geometry (ωB97M-V with the def2-TZVPD basis set, the Open Molecules 2025 dataset).

```
13
Properties=species:S:1:pos:R:3:mulliken_charge:R:1
C 1.441 -1.467 -0.079 -0.19
H 0.464 1.264 -1.073 0.36
H -1.085 -0.554 1.140 0.46
H 0.533 -2.049 -0.209 0.33
H -1.807 1.444 -0.872 0.49
H 0.673 1.594 0.789 0.30
C 0.440 0.849 0.034 -0.36
N 1.445 -0.206 0.011 -0.06
C -1.948 0.608 -0.335 -0.65
I -3.935 -0.150 -0.012 0.13
H 2.346 0.296 0.231 0.34
H 2.365 -1.883 -0.044 0.32
C -0.932 0.255 0.419 -0.46
```

The relative energy (zero: lowest compared OMol25 entry of this formula, charge and spin) comes out at 2.2904 eV. The calculation puts the HOMO-LUMO gap at 7.354 eV. Its HOMO energy is -12.62 eV. As for the spin multiplicity: 1. The net charge is +1. The lowest unoccupied orbital energy is -5.264 eV.



# 5
# C12H24O10

4 unconnected molecules or ions with the total composition C12H24O10 in a non-equilibrium geometry (ωB97M-V with the def2-TZVPD basis set, the Open Molecules 2025 dataset).

```
46
Properties=species:S:1:pos:R:3:mulliken_charge:R:1
H 6.597 9.457 -20.283 0.37
O 12.809 8.617 -16.939 -0.63
H 6.832 8.573 -18.861 0.27
H 6.912 7.848 -20.420 0.38
C 3.108 8.542 -19.288 0.79
H 10.471 9.899 -17.340 0.33
H 10.763 10.513 -22.913 0.32
C 7.501 12.750 -18.293 -0.94
H 2.946 5.897 -18.857 0.30
O 12.394 7.967 -14.913 -0.30
H 8.003 11.979 -18.877 0.04
H 5.042 11.050 -16.649 0.12
H 2.907 10.606 -17.538 0.29
H 1.885 11.577 -18.581 0.30
H 3.541 11.210 -18.958 0.20
O 8.633 9.102 -20.003 -0.12
H 10.346 8.471 -18.165 0.32
H 13.640 8.664 -13.497 0.25
H 8.186 12.771 -17.445 0.34
O 2.536 7.527 -20.015 -0.33
C 6.135 12.460 -17.737 0.93
C 12.058 8.227 -16.058 0.83
O 5.183 13.246 -17.965 -0.59
O 8.211 9.974 -22.005 -0.62
H 6.497 11.441 -15.784 0.38
C 11.040 10.750 -21.886 -0.72
O 10.745 8.146 -16.160 -0.37
C 2.619 10.771 -18.576 -0.55
H 4.103 6.182 -20.164 0.22
H 7.583 13.678 -18.859 0.34
C 13.731 8.287 -14.516 -0.69
H 10.906 11.824 -21.752 0.29
C 7.264 8.710 -19.852 -0.85
H 14.298 8.966 -15.154 0.34
C 6.100 11.273 -16.785 -0.77
O 10.297 10.124 -20.879 -0.26
H 6.510 10.330 -17.147 0.16
O 4.149 8.383 -18.637 -0.57
C 3.050 6.234 -19.888 -0.57
C 10.081 8.892 -17.195 -0.60
H 9.001 8.797 -17.084 0.24
H 12.086 10.515 -21.688 0.23
C 8.998 9.707 -21.082 0.69
H 2.413 5.519 -20.410 0.24
H 14.288 7.357 -14.405 0.27
O 2.373 9.665 -19.375 -0.31
```

The relative energy (zero: lowest compared OMol25 entry of this formula, charge and spin) comes out at 0.0000 eV. The calculation puts the HOMO-LUMO gap at 10.569 eV. Its HOMO energy is -9.98 eV. As for the spin multiplicity: 1. The net charge is 0. The lowest unoccupied orbital energy is 0.586 eV.



Question: Which of these has the lowest HOMO?
Answer: C4H7IN



Question: lowest unoccupied orbital energy of number 4 (C4H7IN)?
Answer: -5.264 eV



Question: Look up the net charge of the fifth one.
Answer: 0